# 1
A molecular structure, C13H33NO8. Source: the OMol25 dataset; level of theory: ωB97M-V/def2-TZVPD.

Each line ends with the Löwdin charge.
CARTESIAN COORDINATES (ANGSTROEM)
O 3.478659 1.025793 -3.260515  -0.211
C -1.438561 1.090903 3.558805  -0.234
H -0.551551 0.879323 -1.798875  0.082
H -1.683001 -1.418887 -4.523495  0.109
C 2.679959 -0.075287 -2.757005  -0.181
H -0.213321 3.497343 4.519165  0.082
H -1.492601 -0.856597 7.477165  0.090
O 1.618359 -0.752447 -0.769435  -0.231
O -1.228271 0.471173 -3.772725  -0.151
H 2.098389 1.284083 -1.171125  0.131
H -0.621581 -1.692977 6.140015  0.081
C 3.637029 1.047613 -4.719775  -0.069
H 0.249549 -0.582217 7.178105  0.083
H -1.336401 4.359553 3.477715  0.076
C -0.429631 1.173783 -2.841235  -0.088
C 1.460779 -0.783477 0.626945  -0.141
C -0.584231 0.409993 4.669835  -0.170
H 0.628609 1.094153 -3.089995  0.060
H 0.157519 -1.377147 -2.193185  0.086
O -1.793451 -0.540157 2.108205  0.051
H -0.803901 1.174183 2.676555  0.061
O 0.076289 0.400493 1.580865  0.042
H 2.692489 0.901383 -5.243745  0.079
H 2.390839 -0.838197 1.192705  0.109
H -0.327681 -0.652297 -0.788305  0.061
H 1.691909 -0.007647 -3.212275  0.065
H -2.355051 0.545693 3.333205  0.113
C -0.718551 -0.771717 6.714445  -0.128
C -0.889561 -1.097457 0.032805  0.025
H -0.528381 -2.848447 -2.882105  0.143
H -3.024861 -2.629577 -3.119555  0.093
H 0.334829 0.994633 4.710165  0.118
H -0.041981 -1.055897 -4.666145  0.119
C -0.719431 -1.792747 -2.689515  -0.156
H -0.717211 2.224573 -2.876535  0.103
C -0.823421 3.408433 3.620285  -0.064
H -3.671281 -2.509967 -1.456985  0.100
H -0.492401 -2.089477 0.247935  0.132
H 0.792589 -1.606497 0.880455  0.080
C -3.124111 -1.989417 -2.242945  -0.078
H 0.979739 0.147223 0.927765  -0.072
H -1.902011 -1.163457 -0.365545  0.102
H -0.332841 3.222073 2.664935  0.079
H -0.194781 -0.534597 4.290115  0.109
C 2.497169 0.273953 -1.264505  -0.143
H 4.378909 0.284263 -4.954335  0.082
C -0.874291 -0.939287 -3.972065  -0.144
H -3.740421 -1.140727 -2.539575  0.100
O -1.840081 -1.685587 -1.827015  -0.311
O -1.271151 0.242193 5.916825  -0.161
N -0.871241 -0.317877 1.327675  -0.276
H 3.441919 0.183903 -0.728385  0.128
H 4.032449 2.010273 -5.043875  0.082
H 3.212229 -1.003987 -2.962695  0.134
O -1.892971 2.407043 3.860765  -0.181

Forces on atoms 1 to 3 (eV/Å):
O -0.45 0.10 -1.25
C -1.05 1.49 2.01
H -0.20 -0.30 -0.02

The value obtained for the total energy is -1171.2251 Ha. Its spin multiplicity is 1. The calculation puts the strongest force on any atom at 8.70 eV/Å. The calculation puts the HOMO-LUMO gap at 0.2816 Eh. The calculation puts the energy relative to the best compared isomer or geometry (same formula, charge and spin) at 863.4 kJ/mol. For the HOMO energy, the calculation gives -7.880 eV.

=====

# 2
A molecular structure, C20H19F3N2O3S2. Source: the OMol25 dataset; level of theory: ωB97M-V/def2-TZVPD.

Each line ends with the Löwdin charge.
CARTESIAN COORDINATES (ANGSTROEM)
C 0.969282 -0.275002 1.193772  -0.326
C 4.832520 -1.030056 2.539567  -0.049
F -2.416723 2.752374 0.928621  0.066
H 0.619849 -0.790713 2.089576  0.094
H 2.428258 -1.569310 0.195760  0.130
N 4.540127 -2.771233 -0.842470  -0.008
H 3.708873 1.095869 -1.774837  0.107
C 0.339941 -0.634870 0.012434  -0.231
C 3.671660 -1.555026 1.985519  -0.243
H 5.044164 -3.002327 5.308658  0.108
C -0.551901 -1.867120 0.129804  -0.548
C 4.319171 -5.092725 -1.320742  -0.131
C 2.927787 -2.517650 2.669449  -0.023
C 5.469190 -4.518095 -2.162136  -0.143
C 3.345412 -1.108707 0.562171  -0.327
H 2.888237 -3.859165 4.361451  0.115
H 4.710161 -5.797995 -0.582843  0.116
H 5.712828 -2.366258 -2.544234  0.139
H 5.215145 -4.517327 -3.224520  0.118
H 6.619681 -2.955958 -1.143745  0.139
C -2.268712 1.501049 0.420542  -0.344
C 2.922213 0.638522 -1.178627  -0.090
H 3.592762 -5.617964 -1.940608  0.120
O 0.184650 -2.142986 -3.276190  -0.339
N -1.071745 -2.238069 -1.072378  -0.049
O -0.665788 -2.473188 1.214164  -0.009
C 4.472885 -1.618823 -0.264260  0.046
H 2.637080 -3.716177 -0.991742  0.152
C 3.643676 -3.921492 -0.590278  -0.059
H 3.538091 -4.114798 0.489240  0.133
H 6.270555 -1.157144 4.134338  0.109
S 2.227230 0.807855 1.492732  1.090
H 1.967765 -2.851390 2.260059  0.123
H 4.308935 0.849019 0.407476  0.119
F -2.975572 1.430511 -0.726277  0.088
S -0.522702 -1.317819 -2.319137  0.612
O -1.533748 -0.393374 -2.793654  -0.312
C 5.682125 -3.077997 -1.707507  -0.106
C 4.633834 -2.568336 4.393590  -0.073
H 5.359887 -0.250474 1.988837  0.116
F -2.760618 0.597768 1.304553  0.073
C 3.431231 -3.049337 3.867280  -0.052
H 1.808509 0.370788 -2.931688  0.132
C 1.809746 0.235927 -1.841479  -0.051
H 6.393067 -5.085373 -2.040907  0.115
C 5.327928 -1.540494 3.738407  -0.059
C 3.340707 0.372273 0.207398  -0.546
C 0.682898 -0.423127 -1.309920  -0.211
H 5.274920 -0.905519 -0.475663  0.166

Forces on atoms 1 to 3 (eV/Å):
C -1.54 0.76 0.31
C 0.41 -0.43 0.30
F 0.19 -0.91 -0.26

The value obtained for the total energy is -2204.4270 Ha. Its spin multiplicity is 1. The calculation puts the strongest force on any atom at 3.39 eV/Å. The calculation puts the HOMO-LUMO gap at 0.1345 Eh. The calculation puts the energy relative to the best compared isomer or geometry (same formula, charge and spin) at 650.8 kJ/mol. For the HOMO energy, the calculation gives -6.485 eV.

=====

# 3
A molecular structure, C31H56B4CuF8N6O2. Source: the OMol25 dataset; level of theory: ωB97M-V/def2-TZVPD.

Each line ends with the Löwdin charge.
CARTESIAN COORDINATES (ANGSTROEM)
H -16.883351 -1.643250 -0.158088  0.113
H -28.391928 4.712895 1.878295  0.150
C -17.224937 -4.414561 -1.706646  0.064
H -16.341723 7.115165 -4.857536  0.101
H -29.295672 5.442051 -4.603210  0.111
H -25.933277 -4.626580 0.739370  0.018
C -16.792702 -2.704962 0.071358  0.037
H -29.793386 4.711237 -2.427561  0.163
C -29.177386 5.496713 -2.015303  0.021
H -28.852819 7.151932 -4.701007  0.109
N -20.695928 4.851121 5.621224  0.079
C -16.773752 -4.954984 -2.862980  0.042
C -15.535846 7.039712 -4.127487  -0.024
H -29.631335 4.782034 -0.207753  0.149
B -21.426319 -5.233640 6.830391  -1.448
C -15.001609 -5.416123 -4.565864  -0.138
H -21.253361 2.998112 7.524687  0.119
C -27.796071 8.094398 3.425495  0.054
B -23.753938 0.898331 3.930758  -0.455
C -27.951781 7.091533 5.620310  0.052
C -29.013359 5.528392 -0.684670  0.045
H -14.700247 5.121039 -2.071168  0.173
H -17.741531 -3.052138 0.480372  0.120
F -21.328756 -6.405661 7.613387  0.075
H -18.134407 -4.665290 -1.180892  0.163
C -15.065915 -6.788907 -4.494861  0.057
H -15.071795 8.025619 -4.099966  0.100
N -14.386353 -6.999727 -6.768154  -0.060
H -27.566388 5.978556 -4.678984  0.110
H -14.681125 6.462820 -4.480671  0.102
H -25.026058 -3.610028 1.795603  0.008
H -21.177275 3.977633 5.461749  0.179
H -19.704219 4.734757 5.469250  0.176
H -27.076602 7.717776 5.793468  0.111
C -16.219893 6.596958 -2.858601  -0.268
H -23.056890 1.279226 3.200487  -0.127
C -28.562975 6.185346 -4.288927  0.036
C -14.893870 -3.500826 -2.973742  0.050
H -26.120533 -4.784034 2.533469  0.033
H -14.664133 -8.658148 -5.431894  0.163
H -28.533839 4.932166 4.219639  0.169
H -19.581276 3.327346 7.458327  0.108
H -17.311656 -5.805969 -3.253993  0.144
H -23.323463 0.074049 4.478008  -0.112
F -20.244094 -4.547650 6.738861  0.116
N -16.530031 -3.327251 -1.222755  -0.086
C -13.791040 -7.842301 -7.843275  0.044
H -14.542548 -8.557606 -8.177452  0.119
F -22.446753 -4.406072 7.091763  0.143
H -24.635891 0.506874 3.447893  -0.117
C -28.132405 6.775091 1.409625  -0.168
C -14.676943 -4.828881 -5.779221  0.052
O -17.932177 5.029858 -2.056725  -0.188
H -14.598430 -3.751782 -5.769830  0.133
H -22.161955 6.062579 4.640081  0.110
H -27.280098 8.159511 -2.965644  0.156
F -31.725659 0.582219 5.499976  0.109
F -29.895168 -0.365856 4.707018  0.056
F -21.747069 -5.757228 5.634191  0.118
H -19.481029 3.483382 -1.851910  0.098
H -16.889296 4.740017 -3.719993  0.145
H -14.015836 -5.219998 -7.856712  0.149
N -28.034205 7.019979 4.157359  -0.088
H -15.487844 -7.348330 -3.673011  0.140
H -20.750121 5.675754 3.647602  0.099
Cu -25.899790 -2.276747 5.261540  0.921
H -26.963744 8.266136 -0.715907  0.128
O -21.573820 6.011100 7.481518  0.166
C -28.320155 5.732991 2.225625  0.034
C -17.316615 5.570898 -3.158619  -0.246
H -26.834825 -3.479681 1.702285  0.038
H -27.666279 8.886119 1.510103  0.133
F -31.426100 0.389424 3.329045  0.149
C -19.189814 4.423150 -2.321100  -0.056
H -15.930986 -2.998354 0.670896  0.127
C -15.384435 -2.883591 -1.833392  0.039
C -27.633687 7.385936 -2.300093  0.047
H -17.967170 6.149569 -3.814376  0.140
H -28.840275 7.550113 6.054328  0.129
H -15.594129 5.726797 -0.967471  0.158
H -16.721934 7.381030 -2.291789  0.165
C -15.536028 -4.627109 -3.406549  -0.126
H -27.727890 6.067986 5.920873  0.114
C -14.379642 -5.601197 -6.913991  0.086
H -20.437809 6.796877 4.907770  0.112
H -19.222005 4.236652 -3.394541  0.090
C -21.077536 5.952947 4.649630  0.036
C -28.202425 6.495432 -0.059300  -0.043
H -14.977634 -2.046562 -1.285398  0.149
H -27.599263 9.044848 3.899125  0.159
H -19.824601 5.267114 -2.051125  0.101
H -20.634936 3.974550 8.849493  0.118
C -20.524275 3.765259 7.785521  0.045
B -25.969310 -4.123917 1.693461  -0.080
H -24.000878 1.739415 4.559912  -0.130
H -13.450880 -7.235068 -8.682119  0.108
H -12.927944 -8.392147 -7.468015  0.119
C -28.258490 5.777291 3.606167  0.087
C -27.505064 7.363253 -0.957100  0.024
N -28.480372 6.366108 -2.804260  -0.050
H -14.575437 6.696525 -1.556629  0.170
N -15.205935 5.971218 -1.867280  0.239
B -31.276058 -0.235400 4.489046  -1.447
F -31.990487 -1.390746 4.357794  0.138
C -14.628061 -7.589381 -5.582969  0.049
H -13.988529 -3.115980 -3.419443  0.144
C -20.964991 5.018889 7.077038  -0.355
C -27.849857 7.936973 1.991573  0.056

Forces on atoms 1 to 3 (eV/Å):
H 0.20 0.03 0.62
H -0.40 -0.02 -0.45
C 0.57 2.68 0.71

The value obtained for the total energy is -4231.0450 Ha. Its spin multiplicity is 2. The calculation puts the strongest force on any atom at 5.14 eV/Å. The calculation puts the HOMO-LUMO gap at 0.1034 Eh. As for the charge: +4. For the HOMO energy, the calculation gives -12.707 eV.

=====

# 4
A single C2HNO3S molecule. Source: the OMol25 dataset; level of theory: ωB97M-V/def2-TZVPD.

Each line ends with the Löwdin charge.
CARTESIAN COORDINATES (ANGSTROEM)
O -0.633337 -1.501556 -2.047797  0.169
O 0.707910 0.610942 2.116159  -0.365
C -0.659762 -0.670580 -1.222346  -0.432
N -1.245242 -0.063482 -0.200393  0.118
C -0.002675 0.547202 -0.436468  -0.087
S 1.269016 0.290602 0.825861  0.785
H -1.968049 -0.074423 0.503100  0.165
O 2.532139 0.861294 0.461885  -0.353

Forces on atoms 1 to 3 (eV/Å):
O -0.31 -0.42 -0.26
O 0.01 -0.26 -0.06
C 1.31 1.67 0.60

The value obtained for the total energy is -755.3150 Ha. Its spin multiplicity is 1. The calculation puts the strongest force on any atom at 2.47 eV/Å. The calculation puts the HOMO-LUMO gap (spin up / spin down) at 0.2885 / 0.2884 Eh. The calculation puts the energy relative to the best compared isomer or geometry (same formula, charge and spin) at 454.7 kJ/mol. For the HOMO energy (spin up / spin down), the calculation gives -9.852 / -9.853 eV.

=====

# 5
A single C12H13NO2 molecule. Source: the OMol25 dataset; level of theory: ωB97M-V/def2-TZVPD.

Each line ends with the Löwdin charge.
CARTESIAN COORDINATES (ANGSTROEM)
H -2.269691 2.018424 -1.807351  0.129
C 3.625195 0.587622 0.261138  -0.078
H -2.486564 1.024269 1.593713  0.164
H 3.453374 -2.685497 -0.626257  0.128
H -4.127581 0.050252 0.422599  0.145
H -2.229760 0.340283 -2.431740  0.074
C -2.013595 0.424152 -0.365802  -0.385
N -1.732464 -1.776297 0.405985  0.135
C 1.909726 -1.493974 0.154761  -0.062
C -0.029678 -0.103139 1.046985  -0.205
H -0.133319 -0.677765 2.007601  0.176
H 2.023349 1.671491 1.201817  0.125
H 4.344727 1.372365 0.460017  0.099
H -3.971205 -0.295780 -1.255905  0.116
H 1.215472 -2.368380 0.108555  0.134
O -3.034899 -1.685680 0.031539  -0.099
H 5.181094 -0.829985 -0.590778  0.140
C 2.325576 0.727344 0.720877  -0.035
C 3.201491 -1.631386 -0.301816  -0.129
C -3.367467 -0.362874 -0.354558  -0.114
C 1.430160 -0.310180 0.576128  -0.174
C -1.124964 -0.674575 0.156378  -0.174
C -1.686708 1.427971 0.810725  -0.118
H -1.801535 2.474529 0.614387  0.121
H -0.695084 1.169508 -2.041141  0.097
C 4.075344 -0.622358 -0.287211  -0.111
C -1.728856 0.972445 -1.709677  -0.034
O -0.352147 1.257213 1.199026  -0.065

Forces on atoms 1 to 3 (eV/Å):
H 0.95 -1.91 0.15
C 0.72 -0.05 0.39
H 1.79 1.29 -0.71

The value obtained for the total energy is -670.1757 Ha. Its spin multiplicity is 1. The calculation puts the strongest force on any atom at 4.01 eV/Å. The calculation puts the HOMO-LUMO gap at 0.3656 Eh. The calculation puts the energy relative to the best compared isomer or geometry (same formula, charge and spin) at 472.1 kJ/mol. For the HOMO energy, the calculation gives -9.258 eV.

=====

# 6
2 unconnected molecules or ions with the total composition C5H16NO. Source: the OMol25 dataset; level of theory: ωB97M-V/def2-TZVPD.

Each line ends with the Löwdin charge.
CARTESIAN COORDINATES (ANGSTROEM)
H -0.016285 -0.956939 -2.906429  0.031
H -0.158070 0.763638 -0.579639  0.130
H -1.614900 2.019292 0.954549  0.179
H -0.196442 1.535905 1.616248  0.150
H -1.592179 0.694429 1.978988  0.178
H 2.003241 -1.567448 0.433908  0.108
C -0.068401 -0.984832 0.635764  -0.153
C -0.796239 0.247628 0.128126  -0.374
C 1.427746 -0.836208 1.000657  -0.208
C 2.133603 0.514829 0.652290  -0.080
H 2.219980 0.579147 -0.433918  0.078
H -2.648246 0.711093 -1.002141  0.097
H 0.732631 0.061041 -3.860267  0.050
C -2.024316 -0.135623 -0.672688  -0.038
H 1.522775 1.366018 0.961779  0.043
H 3.093393 0.541765 1.159516  0.085
O 0.594954 -0.216721 -2.954342  -0.043
H -2.712549 -0.832541 -0.199384  0.097
H -0.167003 -1.784736 -0.084532  0.121
H -1.705520 -0.485360 -1.655520  0.076
H -0.581610 -1.362916 1.532469  0.125
H 1.643300 -1.067935 2.046286  0.106
N -1.089863 1.196475 1.248280  0.241

Forces on atoms 1 to 3 (eV/Å):
H 0.17 0.00 -0.65
H 0.25 0.41 0.12
H -0.23 -0.08 -0.09

The value obtained for the total energy is -329.8483 Ha. Its spin multiplicity is 1. The calculation puts the strongest force on any atom at 1.69 eV/Å. The calculation puts the HOMO-LUMO gap at 0.4241 Eh. The calculation puts the energy relative to the best compared isomer or geometry (same formula, charge and spin) at 85.4 kJ/mol. As for the charge: +1. For the HOMO energy, the calculation gives -14.938 eV.

=====

Question: Which of these has the lowest strongest force on any atom?
Answer: C5H16NO

=====

Question: The lowest strongest force on any atom belongs to which entry?
Answer: C5H16NO

=====

Question: Number 5 is which compound?
Answer: C12H13NO2